# 1
Entry from the OMol25 dataset: the molecule C10H5F5 at a distorted geometry (wB97M-V/def2-TZVPD).

- LUMO level (eV) = -0.2331
- Kohn-Sham gap (hartree) = 0.335
- HOMO level (eV) = -9.341
- 2S+1 = 1
- max |F| (eV/Å) = 5.00
- energy above the lowest of the compared OMol25 structures with the same formula, charge and spin (eV) = 2.232

Element x y z (Å)
F: -2.321 -3.579 0.178
C: -2.001 -2.273 -0.056
F: -3.103 -1.614 -0.362
C: -0.794 -1.781 0.060
C: 0.400 -1.318 0.062
C: 1.140 -0.720 1.110
C: 2.301 -0.086 0.831
C: 2.564 0.405 -0.550
C: 1.801 1.297 -1.130
C: 0.443 1.385 -0.657
C: -0.705 1.483 -0.336
C: -2.130 1.580 0.137
F: -2.949 1.854 -0.888
F: -2.520 0.415 0.699
F: -2.340 2.552 0.992
H: 0.853 -1.229 -0.870
H: 0.675 -0.684 2.118
H: 2.991 0.214 1.654
H: 3.651 0.292 -1.012
H: 2.044 1.809 -1.979

=====

# 2
Entry from the OMol25 dataset: a 4-piece molecular cluster, C24H40FI2N2O5 overall at a distorted geometry (wB97M-V/def2-TZVPD).

- LUMO level (eV) = -4.4144
- Kohn-Sham gap (hartree) = 0.249
- HOMO level (eV) = -11.184
- total charge = +1
- 2S+1 = 1
- max |F| (eV/Å) = 2.79

Element x y z (Å)
C: -3.071 2.628 3.718
C: -1.944 2.176 2.693
C: -1.455 3.353 1.745
C: 0.072 3.119 1.410
N: 0.339 2.974 -0.086
C: 1.472 2.082 -0.174
C: 2.738 2.621 0.349
N: 3.885 1.868 0.328
C: 3.888 0.566 -0.154
C: 2.684 -0.063 -0.699
C: 2.795 -1.529 -1.210
I: 1.430 -2.812 -0.075
C: 2.680 -1.678 -2.784
C: 2.431 -3.212 -3.114
I: 4.693 -1.243 -3.562
C: 1.416 0.729 -0.735
C: 0.084 0.160 -1.343
O: -0.008 0.264 -2.541
O: -0.898 -0.408 -0.571
C: -1.902 -1.052 -1.368
C: -3.094 -1.612 -0.494
F: -1.328 -2.175 -2.013
H: -4.091 2.607 3.261
H: -3.080 1.840 4.526
H: -2.813 3.589 4.230
H: -2.276 1.320 2.040
H: -1.108 1.760 3.332
H: -2.103 3.461 0.827
H: -1.517 4.309 2.345
H: 0.378 2.123 1.856
H: 0.763 3.870 1.888
H: -0.486 2.487 -0.463
H: 2.791 3.664 0.748
H: 4.748 2.296 0.680
H: 4.857 0.013 -0.117
H: 3.824 -1.886 -0.921
H: 1.904 -1.006 -3.221
H: 3.033 -3.867 -2.433
H: 2.746 -3.456 -4.170
H: 1.334 -3.467 -3.062
H: -2.368 -0.357 -2.121
H: -3.274 -2.677 -0.801
H: -4.043 -1.063 -0.765
H: -2.945 -1.479 0.605
C: 3.692 -8.347 -2.145
C: 4.212 -6.993 -2.551
O: 3.460 -6.059 -2.744
C: 5.703 -6.844 -2.709
H: 2.605 -8.309 -2.069
H: 3.965 -9.091 -2.895
H: 4.101 -8.626 -1.172
H: 6.065 -7.522 -3.484
H: 6.201 -7.057 -1.761
H: 5.935 -5.820 -3.004
C: -0.502 2.749 -4.248
C: -1.613 3.230 -5.146
O: -2.658 3.638 -4.688
C: -1.372 3.183 -6.633
H: -0.814 2.840 -3.208
H: -0.283 1.702 -4.458
H: 0.391 3.359 -4.401
H: -1.191 2.153 -6.948
H: -0.518 3.812 -6.892
H: -2.254 3.558 -7.153
C: -5.501 1.254 8.170
C: -4.824 2.395 7.456
O: -4.810 2.463 6.245
C: -4.163 3.449 8.307
H: -5.932 0.573 7.436
H: -4.772 0.706 8.771
H: -6.302 1.636 8.806
H: -3.376 2.998 8.914
H: -4.905 3.928 8.949
H: -3.718 4.207 7.663

=====

# 3
Entry from the OMol25 dataset: the molecule C4H9N3 at a distorted geometry (wB97M-V/def2-TZVPD).

- LUMO level (eV) = 0.8514
- Kohn-Sham gap (hartree) = 0.339
- HOMO level (eV) = -8.360
- 2S+1 = 1
- max |F| (eV/Å) = 2.06
- energy above the lowest of the compared OMol25 structures with the same formula, charge and spin (eV) = 1.807

Element x y z (Å)
H: 0.449 2.263 -1.148
N: 1.241 1.639 -0.996
C: 1.041 0.631 -0.238
C: 2.234 -0.131 0.255
C: -0.304 0.085 -0.059
C: -0.585 -1.227 0.624
N: -1.214 0.843 -0.586
N: -2.506 0.514 -0.594
H: 2.169 -0.301 1.329
H: 2.315 -1.095 -0.246
H: 3.129 0.449 0.042
H: 0.312 -1.648 1.067
H: -0.984 -1.949 -0.093
H: -1.335 -1.089 1.408
H: -2.845 -0.295 -0.082
H: -3.117 1.311 -0.681

=====

# 4
Entry from the OMol25 dataset: C3H5O4Tl as an isolated structure at a distorted geometry (wB97M-V/def2-TZVPD).

- LUMO level (alpha / beta) (eV) = 3.2657 / 3.2248
- Kohn-Sham gap (alpha / beta) (hartree) = 0.193 / 0.233
- HOMO level (alpha / beta) (eV) = -1.977 / -3.105
- total charge = -1
- expectation value of S² = 0.77
- 2S+1 = 2
- max |F| (eV/Å) = 4.30
- energy above the lowest of the compared OMol25 structures with the same formula, charge and spin (eV) = 5.266

Element x y z (Å)
O: -2.825 1.265 -1.748
O: 1.297 1.029 -1.257
C: 2.154 0.601 -0.280
C: 1.489 0.521 1.090
O: 0.307 -0.291 0.948
C: 0.084 -1.305 1.734
O: -1.149 -1.681 1.453
Tl: -0.746 0.829 -1.269
H: 3.038 1.267 -0.133
H: 2.581 -0.411 -0.488
H: 1.129 1.514 1.393
H: 2.127 0.072 1.863
H: -1.278 -2.579 1.785

=====

# 5
Entry from the OMol25 dataset: a 2-piece molecular cluster, C3H2N3PS overall at a distorted geometry (wB97M-V/def2-TZVPD).

- LUMO level (alpha / beta) (eV) = -1.2663 / -1.2681
- Kohn-Sham gap (alpha / beta) (hartree) = 0.279 / 0.279
- HOMO level (alpha / beta) (eV) = -8.864 / -8.864
- 2S+1 = 1
- max |F| (eV/Å) = 2.27
- energy above the lowest of the compared OMol25 structures with the same formula, charge and spin (eV) = 4.001

Element x y z (Å)
S: -0.489 -1.562 0.076
C: -2.030 -0.793 -0.064
N: -3.233 -1.350 -0.204
N: -4.168 -0.393 -0.096
P: -3.911 1.220 -0.011
C: -2.370 0.557 0.149
H: -1.015 -2.684 0.594
C: 0.994 1.998 0.189
N: -0.138 2.181 0.076
H: 1.995 1.772 0.354

=====

# 6
Entry from the OMol25 dataset: an isolated ion of composition C6H15N4 and charge +1 at a distorted geometry (wB97M-V/def2-TZVPD).

- LUMO level (alpha / beta) (eV) = -2.9693 / -7.8398
- Kohn-Sham gap (alpha / beta) (hartree) = 0.264 / 0.229
- HOMO level (alpha / beta) (eV) = -10.146 / -14.073
- total charge = +1
- expectation value of S² = 2.01
- 2S+1 = 3
- max |F| (eV/Å) = 6.26
- energy above the lowest of the compared OMol25 structures with the same formula, charge and spin (eV) = 1.191

Element x y z (Å)
C: 0.997 -0.219 -1.385
C: 1.839 -0.120 -0.109
C: -0.955 -0.617 -0.265
C: 2.385 1.349 0.016
C: -3.254 0.370 -0.291
C: -1.788 0.575 0.183
N: -0.255 -0.440 -1.359
N: 2.950 -1.141 -0.121
N: -1.584 -1.841 0.002
N: 0.852 -0.461 0.939
H: 1.657 -0.261 -2.280
H: 1.700 2.031 -0.521
H: 3.363 1.314 -0.488
H: 2.554 1.677 1.069
H: -3.460 -0.414 -1.108
H: -3.613 1.314 -0.674
H: -3.933 -0.137 0.454
H: -1.770 0.684 1.305
H: -1.271 1.386 -0.336
H: 2.519 -1.888 -0.633
H: 3.766 -0.820 -0.602
H: -1.306 -2.711 -0.462
H: -2.364 -1.933 0.534
H: 1.273 -1.137 1.623
H: 0.600 0.353 1.521

=====

# 7
Entry from the OMol25 dataset: C5H15NOSSi2V as an isolated structure (wB97M-V/def2-TZVPD).

- LUMO level (eV) = -16.2274
- Kohn-Sham gap (hartree) = 0.077
- HOMO level (eV) = -18.312
- total charge = +3
- 2S+1 = 1
- max |F| (eV/Å) = 0.84

Element x y z (Å)
C: -1.436 3.359 -3.562
C: -0.220 2.503 -3.174
S: -0.434 1.778 -1.577
C: 1.148 1.186 -1.108
Si: 0.949 -0.565 -0.371
O: 0.230 -0.481 1.064
Si: 0.879 -0.968 2.569
C: -0.441 -1.710 3.674
C: -0.839 -3.142 3.308
N: -0.106 -4.131 3.226
H: -1.241 4.407 -3.340
H: -1.609 3.258 -4.632
H: -2.353 3.052 -3.056
H: 0.720 3.072 -3.129
H: -0.045 1.709 -3.919
H: 1.779 1.143 -2.000
H: 1.604 1.830 -0.341
H: -0.084 -1.173 -1.354
H: 2.194 -1.333 -0.424
H: 1.438 0.213 3.234
H: 1.953 -1.951 2.317
H: -0.063 -1.684 4.701
H: -1.340 -1.091 3.642
H: -1.916 -3.288 3.140
H: 0.906 -4.130 3.375
V: -1.673 -1.863 -2.264

=====

Calculated total energy? In order: -24032.778, -57664.900, -8762.718, -16070.796, -27731.493, -12413.855, -61205.657 eV.